{
  "formula": "C49H40CsN3OP2S2",
  "method": "ωB97M-V with the def2-TZVPD basis set",
  "charge": -2,
  "homo_energy_ev": -1.708,
  "lumo_energy_ha": 0.12145,
  "multiplicity": 1,
  "homo_lumo_gap_ev": 5.0,
  "relative_energy_kj_mol": 44.7,
  "species": ["Cs", "S", "C", "S", "C", "C", "N", "C", "N", "C", "N", "C", "C", "C", "C", "C", "C", "C", "C", "H", "H", "H", "H", "H", "H", "H", "H", "H", "H", "H", "H", "O", "C", "C", "C", "C", "C", "C", "P", "C", "C", "C", "C", "C", "C", "C", "C", "C", "C", "C", "C", "C", "C", "C", "C", "C", "C", "P", "C", "C", "C", "C", "C", "C", "C", "C", "C", "C", "C", "C", "H", "H", "H", "H", "H", "H", "H", "H", "H", "H", "H", "H", "H", "H", "H", "H", "H", "H", "H", "H", "H", "H", "H", "H", "H", "H", "H", "H"],
  "coordinates": [[0.0335, 0.8386, 1.8899], [2.8726, 1.0084, 3.6955], [2.4058, -0.4423, 4.5074], [0.7842, -1.0581, 4.5804], [3.4165, -1.1900, 5.1518], [3.1614, -2.4114, 5.8206], [3.0314, -3.4365, 6.3449], [4.7776, -0.7938, 5.1763], [5.8998, -0.5231, 5.2579], [0.0397, 4.4232, 3.1524], [-0.9092, 3.3847, 3.4797], [-0.6639, 2.8133, 4.7871], [-2.2951, 3.7901, 3.3168], [-2.6347, 4.3573, 1.9464], [-3.1869, 5.6389, 1.9250], [-3.5663, 6.2325, 0.7261], [-3.3753, 5.5121, -0.4438], [-2.8114, 4.2394, -0.3849], [-2.4017, 3.5772, 0.7859], [-0.0558, 5.3135, 3.8044], [-0.1111, 4.7392, 2.1195], [1.0523, 4.0273, 3.2627], [-0.8286, 3.5455, 5.6009], [0.3591, 2.4363, 4.8504], [-1.3335, 1.9663, 4.9530], [-2.5639, 4.5318, 4.0980], [-2.9060, 2.8984, 3.4981], [-3.3226, 6.1879, 2.8551], [-3.9953, 7.2294, 0.7107], [-3.6638, 5.9455, -1.4003], [-2.6894, 3.7360, -1.3495], [-1.3338, -1.3125, 0.5097], [-1.3471, -2.6613, 0.2229], [-2.5494, -3.3558, 0.1233], [-2.5403, -4.7247, -0.0838], [-1.3391, -5.4106, -0.1756], [-0.1513, -4.7066, -0.0731], [-0.1215, -3.3238, 0.1116], [1.4827, -2.4047, 0.2144], [2.5369, -3.6686, 1.0073], [3.2935, -4.6117, 0.3160], [4.0656, -5.5306, 1.0116], [4.0818, -5.5137, 2.4008], [3.3334, -4.5742, 3.0981], [2.5698, -3.6466, 2.4020], [2.0519, -2.4988, -1.5298], [1.3059, -2.9976, -2.5935], [1.7636, -2.8835, -3.8995], [2.9828, -2.2772, -4.1612], [3.7417, -1.7832, -3.1067], [3.2746, -1.8855, -1.8065], [-2.3106, -0.5016, -0.0723], [-3.4919, -0.2995, 0.6203], [-4.4508, 0.5463, 0.0917], [-4.2267, 1.1826, -1.1218], [-3.0189, 1.0091, -1.7715], [-2.0182, 0.1909, -1.2462], [-0.3236, 0.0523, -1.9545], [0.3519, 1.7485, -1.7622], [1.4644, 1.8585, -0.9317], [1.9916, 3.0979, -0.5968], [1.4238, 4.2423, -1.1329], [0.3386, 4.1468, -1.9973], [-0.1926, 2.9076, -2.3106], [-0.6796, -0.0444, -3.7446], [0.1656, 0.5556, -4.6754], [0.0020, 0.3248, -6.0341], [-1.0062, -0.5134, -6.4853], [-1.8519, -1.1221, -5.5669], [-1.6882, -0.8927, -4.2096], [-3.4849, -2.8218, 0.2087], [-3.4822, -5.2556, -0.1540], [-1.3247, -6.4835, -0.3188], [0.7911, -5.2346, -0.1359], [3.2844, -4.6244, -0.7682], [4.6580, -6.2580, 0.4682], [4.6901, -6.2273, 2.9437], [3.3479, -4.5379, 4.1808], [2.0039, -2.9031, 2.9596], [0.3415, -3.4540, -2.4089], [1.1529, -3.2508, -4.7160], [3.3330, -2.1758, -5.1814], [4.6920, -1.2995, -3.2978], [3.8597, -1.4704, -0.9921], [-3.6162, -0.7779, 1.5835], [-5.3622, 0.7361, 0.6436], [-4.9633, 1.8643, -1.5247], [-2.8316, 1.5430, -2.6947], [1.8635, 0.9652, -0.4628], [2.8167, 3.1578, 0.1017], [1.8075, 5.2174, -0.8592], [-0.1240, 5.0442, -2.3874], [-1.0563, 2.8487, -2.9606], [0.9618, 1.2059, -4.3340], [0.6685, 0.8036, -6.7415], [-1.1331, -0.6918, -7.5463], [-2.6426, -1.7798, -5.9079], [-2.3510, -1.3762, -3.5021]],
  "atomic_forces_ev_per_a": [[0.0, 0.5, 0.3], [-0.1, 0.0, 0.0], [0.0, -0.1, 0.0], [0.2, 0.2, -0.1], [0.0, 0.0, 0.0], [-0.1, -0.2, 0.0], [0.0, 0.0, 0.1], [0.2, 0.2, 0.1], [0.0, 0.0, 0.0], [0.0, 0.0, 0.0], [0.1, -0.1, -0.1], [0.0, 0.0, 0.0], [0.0, 0.1, -0.1], [0.1, -0.1, 0.1], [0.0, 0.0, -0.1], [0.0, 0.0, 0.0], [0.0, 0.1, 0.0], [0.1, -0.1, -0.1], [0.0, 0.0, 0.1], [0.0, 0.0, 0.0], [0.0, 0.0, 0.0], [0.0, 0.0, 0.0], [0.0, 0.0, 0.0], [0.0, 0.0, 0.0], [0.0, 0.0, 0.0], [0.0, 0.0, 0.0], [0.0, 0.0, 0.0], [0.0, 0.0, 0.0], [0.0, 0.0, 0.0], [0.0, 0.0, 0.0], [0.0, 0.0, 0.0], [-0.1, -0.2, -0.4], [0.0, -0.1, 0.1], [0.0, 0.0, -0.1], [-0.1, 0.0, 0.0], [0.0, 0.0, 0.0], [0.0, 0.1, 0.0], [0.0, 0.0, 0.0], [-0.2, 0.2, 0.0], [0.0, 0.1, 0.1], [0.0, 0.0, 0.0], [0.0, 0.0, 0.0], [0.0, 0.0, 0.0], [0.0, 0.0, 0.0], [0.0, 0.0, 0.1], [0.0, 0.0, 0.0], [0.0, 0.0, 0.0], [0.0, 0.0, 0.0], [0.0, 0.0, 0.0], [0.0, 0.0, 0.0], [0.0, 0.0, 0.0], [0.2, 0.0, 0.1], [0.0, 0.0, 0.0], [0.0, 0.1, 0.0], [0.0, -0.1, 0.1], [0.0, 0.0, 0.0], [0.0, 0.0, -0.1], [0.0, 0.0, 0.0], [0.0, -0.1, 0.0], [-0.1, -0.1, 0.2], [0.0, 0.0, -0.1], [0.0, 0.1, 0.0], [0.0, 0.0, 0.0], [0.0, 0.0, 0.0], [-0.1, -0.1, 0.0], [0.0, 0.0, 0.0], [0.0, 0.0, 0.0], [0.0, 0.0, 0.0], [0.0, 0.0, 0.0], [0.1, 0.1, 0.0], [0.0, 0.0, 0.0], [0.0, 0.0, 0.0], [0.0, 0.0, 0.0], [0.0, 0.0, 0.0], [0.0, 0.0, 0.0], [0.0, 0.0, 0.0], [0.0, 0.0, 0.0], [0.0, 0.0, 0.0], [0.0, 0.0, 0.0], [0.0, 0.0, 0.0], [0.0, 0.0, 0.0], [0.0, 0.0, 0.0], [0.0, 0.0, 0.0], [0.0, 0.0, 0.0], [-0.1, 0.0, 0.0], [0.0, 0.0, 0.0], [0.0, 0.0, 0.0], [0.0, 0.0, 0.0], [0.2, -0.1, -0.2], [0.0, 0.0, 0.0], [0.0, 0.0, 0.0], [0.0, 0.0, 0.0], [0.0, 0.0, 0.0], [0.0, 0.0, 0.0], [0.0, 0.0, 0.0], [0.0, 0.0, 0.0], [0.0, 0.0, 0.0], [0.0, 0.0, 0.0]]
}